Entry 1:
Here is a molecular structure, C42H34N4O3Sn from OMol25. Energies are from the ωB97M-V functional and the def2-TZVPD basis.

Geometry as XYZ:
```
84
Properties=species:S:1:pos:R:3:lowdin_charge:R:1
Sn 1.4174 -0.0811 -0.1768 1.03
O -3.8845 -3.8968 4.0136 -0.05
C -3.5337 -2.7469 4.3372 -0.69
O -3.8062 -2.0625 5.3401 -0.05
C -2.6038 -2.0463 3.3126 -0.09
C -2.2235 -2.6785 2.1431 0.04
C -1.3856 -2.0224 1.2463 -0.20
N -0.8949 -0.8053 1.4776 0.12
C -1.2817 -0.1803 2.5927 -0.20
C -2.1271 -0.7658 3.5278 0.05
C -0.7640 1.1987 2.8229 -0.21
C -1.4744 2.1049 3.6138 -0.02
C -0.9338 3.3543 3.8504 -0.09
C 0.2928 3.6762 3.2873 -0.08
C 0.9140 2.7226 2.4958 -0.16
N 0.4002 1.5199 2.2641 0.09
C -1.0085 -2.6795 -0.0392 -0.19
C -1.7756 -3.7391 -0.5287 -0.01
C -1.3950 -4.3834 -1.6876 -0.06
C -0.2481 -3.9631 -2.3403 -0.06
C 0.4391 -2.8849 -1.8168 -0.14
N 0.0669 -2.2427 -0.7074 0.03
H -2.5879 -3.6843 1.9920 0.11
H -2.4158 -0.2732 4.4463 0.11
H -2.4355 1.8319 4.0256 0.11
H -1.4642 4.0688 4.4683 0.10
H 0.7574 4.6394 3.4552 0.10
H 1.8635 2.9217 2.0105 0.09
H -2.6701 -4.0403 -0.0061 0.11
H -1.9881 -5.2023 -2.0750 0.11
H 0.1023 -4.4406 -3.2451 0.10
H 1.3161 -2.4911 -2.3130 0.07
C -0.3264 1.0507 -0.8771 -0.15
C -1.1604 1.8038 -1.3648 -0.14
C -2.0734 2.6941 -1.9291 -0.14
C -2.0856 2.8024 -3.3860 -0.19
C -2.5076 3.9599 -4.0588 -0.06
C -2.4077 4.0634 -5.4366 -0.10
C -1.8906 3.0154 -6.1878 -0.10
C -1.4655 1.8622 -5.5370 -0.10
C -1.5534 1.7570 -4.1606 -0.02
C -2.9093 3.5035 -1.0451 -0.17
C -4.1643 3.9925 -1.4354 -0.05
C -4.9406 4.7412 -0.5663 -0.09
C -4.4894 5.0207 0.7165 -0.10
C -3.2596 4.5206 1.1279 -0.08
C -2.4839 3.7663 0.2666 -0.02
H -2.8735 4.8039 -3.4898 0.11
H -2.7282 4.9748 -5.9273 0.10
H -1.8165 3.0970 -7.2649 0.09
H -1.0571 1.0379 -6.1096 0.09
H -1.1919 0.8693 -3.6551 0.11
H -4.5499 3.7490 -2.4163 0.11
H -5.9127 5.0940 -0.8881 0.10
H -5.0986 5.6034 1.3958 0.10
H -2.9056 4.7089 2.1335 0.09
H -1.5360 3.3577 0.5989 0.10
C 3.9141 -1.0575 -5.2185 -0.06
C 2.5341 -0.4183 -5.0212 -0.63
C 1.4651 -1.2833 -5.7021 -0.05
C 2.5254 0.9835 -5.6473 -0.06
C 2.2262 -0.3114 -3.5841 -0.17
C 1.9244 -0.2324 -2.4071 -0.21
H 4.1473 -1.1380 -6.2839 0.08
H 3.9399 -2.0556 -4.7794 0.08
H 4.6859 -0.4569 -4.7358 0.08
H 1.6657 -1.3650 -6.7741 0.08
H 0.4747 -0.8475 -5.5614 0.07
H 1.4541 -2.2869 -5.2738 0.08
H 2.7412 0.9251 -6.7178 0.08
H 3.2801 1.6177 -5.1781 0.09
H 1.5495 1.4551 -5.5148 0.06
O 2.3095 2.4166 -0.4283 -0.24
N 1.7148 3.2808 -1.1906 -0.21
C 1.6348 3.0718 -2.5223 -0.01
C 0.9951 3.9797 -3.3378 -0.04
C 0.4118 5.1137 -2.7970 -0.07
C 0.4840 5.2973 -1.4257 -0.04
C 1.1379 4.3714 -0.6435 -0.02
H 2.0692 2.1381 -2.8529 0.09
H 0.9294 3.7635 -4.3960 0.11
H -0.1130 5.8191 -3.4258 0.11
H 0.0202 6.1464 -0.9434 0.11
H 1.2230 4.4276 0.4297 0.12
```

Output
LUMO (spin up / spin down)   2.193 / 1.191 eV
Net charge   -1
2S+1   2

=====

Entry 2:
Here is a molecular structure, C42H35BaBrN11O3S2 from OMol25. Energies are from the ωB97M-V functional and the def2-TZVPD basis.

Geometry as XYZ:
```
95
Properties=species:S:1:pos:R:3:lowdin_charge:R:1
Ba 0.2574 0.0047 -0.2507 1.81
C -2.3132 5.6108 -0.6650 -0.07
C -1.6603 4.8514 0.2971 -0.06
C -1.6939 3.4684 0.2238 -0.05
C -2.4055 2.8554 -0.7990 -0.27
C -3.0718 3.6068 -1.7601 -0.02
C -3.0138 4.9890 -1.6922 -0.06
N -2.3858 1.4288 -0.8172 0.00
N -3.4249 0.9102 -1.2440 0.10
C -3.4319 -0.5222 -1.2173 -0.33
C -4.6674 -1.1146 -1.4161 0.00
C -4.7530 -2.4961 -1.3310 -0.04
C -3.6029 -3.2170 -1.0598 -0.03
C -2.4066 -2.5292 -0.8993 -0.13
N -2.3129 -1.2031 -0.9786 0.03
H -2.2770 6.6910 -0.6137 0.11
H -1.1235 5.3377 1.1019 0.11
H -1.1832 2.8569 0.9602 0.09
H -3.6140 3.1044 -2.5495 0.11
H -3.5185 5.5851 -2.4407 0.11
H -5.5271 -0.4919 -1.6183 0.12
H -5.7010 -2.9974 -1.4715 0.12
H -3.6211 -4.2947 -0.9781 0.11
H -1.4841 -3.0619 -0.6981 0.10
Br -2.2609 -7.7676 5.8386 0.74
C -0.8538 -7.7586 4.5730 -0.70
C -1.1213 -7.3925 3.2625 -0.12
C -0.0902 -7.3692 2.3397 -0.03
C 1.1976 -7.7183 2.7297 -0.29
C 1.4446 -8.1349 4.0288 -0.03
C 0.4203 -8.1346 4.9637 -0.12
N 2.2611 -7.8113 1.7678 0.08
N 2.5954 -6.8471 1.0684 0.07
C 2.0748 -5.5304 1.2658 -0.24
C 1.9804 -4.9066 2.4876 -0.01
C 1.5810 -3.5731 2.6045 0.00
C 1.2407 -2.7989 1.4972 -0.40
O 0.8412 -1.5735 1.5852 -0.39
C 1.3585 -3.4425 0.2006 -0.15
N 1.0281 -2.7073 -0.8999 0.01
C 1.1236 -3.2658 -2.0861 -0.17
C 1.5707 -4.5816 -2.2920 -0.05
C 1.9070 -5.3369 -1.2033 0.01
C 1.7972 -4.7843 0.0929 -0.10
H -2.1282 -7.1297 2.9691 0.10
H -0.2835 -7.0822 1.3139 0.12
H 2.4424 -8.4508 4.3046 0.12
H 0.6081 -8.4390 5.9838 0.10
H 2.2352 -5.4515 3.3868 0.12
H 1.5306 -3.1106 3.5821 0.12
H 0.8235 -2.6582 -2.9354 0.10
H 1.6303 -4.9815 -3.2954 0.10
H 2.2550 -6.3557 -1.3097 0.11
S 3.4827 7.5143 1.8092 1.04
N 3.3025 6.1707 2.6818 -0.21
C 2.7648 5.2647 1.8816 -0.30
C 2.4165 3.9066 2.2515 -0.08
C 2.6173 3.3951 3.5360 0.02
C 2.2474 2.0986 3.8015 -0.01
C 1.6736 1.3447 2.7770 -0.12
N 1.4731 1.8214 1.5568 0.01
C 1.8444 3.0816 1.2791 -0.15
C 1.6132 3.5755 -0.0951 -0.16
N 1.0687 2.7268 -0.9822 0.03
C 0.8183 3.1667 -2.2043 -0.13
C 1.0869 4.4655 -2.6304 -0.02
C 1.6565 5.3396 -1.7342 0.02
C 1.9304 4.8940 -0.4413 -0.09
C 2.5202 5.7478 0.5718 -0.31
N 2.8836 7.0085 0.4001 -0.21
H 3.0602 4.0284 4.2935 0.13
H 2.3882 1.6612 4.7795 0.12
H 1.3684 0.3154 2.9376 0.09
H 0.3754 2.4522 -2.8915 0.11
H 0.8491 4.7665 -3.6408 0.11
H 1.8927 6.3607 -2.0039 0.13
N 3.5661 -1.3199 -4.4165 0.02
C 4.0103 -0.9767 -3.0681 -0.13
C 2.8942 -0.2868 -2.3051 -0.57
O 2.9711 0.0750 -1.1591 0.00
O 1.7657 -0.1237 -3.0082 0.02
H 3.5920 -2.3161 -4.5839 0.09
H 4.1186 -0.8689 -5.1319 0.10
H 1.9696 -0.5242 -3.8926 0.10
H 4.8717 -0.3085 -3.0622 0.14
H 4.2889 -1.8542 -2.4833 0.14
C -3.5491 0.6399 2.2861 -0.40
S -1.8572 0.0358 2.4045 0.70
C -2.1770 -1.6970 2.7654 -0.37
H -4.0983 0.1178 1.5014 0.03
H -3.5098 1.7018 2.0475 0.03
H -4.0647 0.5129 3.2366 0.04
H -2.6938 -1.8002 3.7178 0.05
H -1.2055 -2.1848 2.8153 0.02
H -2.7709 -2.1520 1.9714 0.03
```

Output
LUMO   -3.307 eV
Net charge   +1

=====

Entry 3:
Here is a molecular structure, C42H35ClN5O4Ti from OMol25. Energies are from the ωB97M-V functional and the def2-TZVPD basis.

Geometry as XYZ:
```
88
Properties=species:S:1:pos:R:3:lowdin_charge:R:1
Ti -0.7573 -0.4276 0.1014 1.08
Cl 3.9387 5.0730 1.1697 0.71
C 2.6443 3.9342 1.0744 -0.67
C 1.3448 4.3303 1.4199 -0.06
C 0.3063 3.4329 1.3677 0.00
C 0.5106 2.1048 0.9604 -0.33
O -0.5087 1.2710 0.9464 -0.18
C 1.8227 1.7079 0.6188 -0.14
C 2.1775 0.3720 0.2588 -0.05
N 1.3780 -0.6385 0.1363 0.01
C 1.8865 -1.9146 -0.2160 -0.20
C 3.1999 -2.3052 -0.1398 0.00
C 3.5946 -3.6013 -0.5361 -0.03
C 2.6801 -4.5067 -0.9892 0.00
C 1.3103 -4.1538 -1.0462 -0.13
C 0.3005 -5.0449 -1.4795 0.03
C -1.0044 -4.6445 -1.4855 -0.01
C -1.3117 -3.3464 -1.0430 -0.09
N -0.4019 -2.4858 -0.6422 0.03
C 0.9159 -2.8637 -0.6489 -0.15
C 2.8773 2.6432 0.6867 -0.05
H 1.1713 5.3494 1.7403 0.12
H -0.6965 3.7235 1.6535 0.13
H 3.2368 0.2189 0.0545 0.14
H 3.9539 -1.6287 0.2391 0.11
H 4.6395 -3.8720 -0.4707 0.12
H 2.9844 -5.4996 -1.2931 0.13
H 0.5759 -6.0423 -1.7993 0.13
H -1.7944 -5.3060 -1.8101 0.12
H -2.3420 -3.0082 -1.0187 0.12
H 3.8837 2.3255 0.4418 0.12
C 0.2815 -2.4575 4.1533 0.00
O -1.1641 -2.3941 3.9703 0.07
C -1.3537 -1.8014 2.8116 -0.31
N -0.3565 -1.4164 2.1132 0.11
C 0.8617 -1.7532 2.8981 -0.20
C 1.7065 -0.5541 3.2471 -0.21
C 1.1280 0.6158 3.7220 -0.03
C 1.9271 1.6897 4.0880 -0.05
C 3.3078 1.6006 3.9811 -0.06
C 3.8912 0.4293 3.5171 -0.06
C 3.0916 -0.6450 3.1532 -0.04
C -2.7169 -1.5767 2.3263 -0.14
C -3.8813 -1.9047 3.0012 0.06
C -5.0921 -1.5931 2.4011 0.02
C -5.0985 -0.9740 1.1572 0.06
C -3.8796 -0.6958 0.5670 -0.15
N -2.7091 -0.9899 1.1318 0.11
C -3.6895 -0.0679 -0.7435 -0.31
N -2.5077 0.1178 -1.2057 0.09
C -2.6705 0.7257 -2.5511 -0.21
C -4.2123 0.8016 -2.7125 0.00
O -4.7345 0.2771 -1.4556 0.08
C -2.0142 2.0697 -2.7516 -0.22
C -1.7137 2.4485 -4.0575 -0.04
C -1.1947 3.7075 -4.3212 -0.06
C -0.9624 4.5915 -3.2766 -0.06
C -1.2575 4.2126 -1.9747 -0.06
C -1.7891 2.9569 -1.7087 -0.03
H 0.5595 -3.5051 4.2336 0.14
H 0.5201 -1.9358 5.0761 0.14
H 1.4610 -2.4544 2.3163 0.14
H 0.0490 0.6993 3.7947 0.13
H 1.4699 2.5984 4.4569 0.12
H 3.9297 2.4385 4.2673 0.12
H 4.9686 0.3485 3.4521 0.11
H 3.5452 -1.5692 2.8096 0.11
H -3.8313 -2.3837 3.9688 0.14
H -6.0234 -1.8286 2.8974 0.13
H -6.0198 -0.7107 0.6570 0.14
H -2.2564 0.0314 -3.2846 0.15
H -4.5989 0.1709 -3.5089 0.14
H -4.5771 1.8183 -2.8285 0.14
H -1.8960 1.7590 -4.8762 0.12
H -0.9757 3.9993 -5.3400 0.12
H -0.5594 5.5751 -3.4771 0.11
H -1.0794 4.9040 -1.1616 0.11
H -2.0064 2.6670 -0.6878 0.11
C 1.4561 1.7073 -2.9931 0.03
C 0.7679 0.4006 -2.7855 -0.42
C 1.0422 -0.7124 -3.7442 0.03
O 0.0057 0.2411 -1.8414 -0.05
H 1.3832 2.0195 -4.0347 0.10
H 2.5216 1.5690 -2.7786 0.11
H 1.0465 2.4715 -2.3363 0.09
H 2.1137 -0.9280 -3.7524 0.11
H 0.7825 -0.4001 -4.7577 0.11
H 0.4876 -1.6083 -3.4733 0.09
```

Output
LUMO (spin up / spin down)   -5.858 / -5.987 eV
Net charge   +2
2S+1   2

=====

Short version: ΔE to the lowest compared entry with this formula, charge and spin = 0.0 0.0 0.0 kJ/mol, in the order given.
Short version: total energy = -62038.126 -159061.371 -95393.535 eV, in the order given.